{
  "formula": "C11H27As3I2O4ReS4SbSe",
  "method": "ωB97M-V/def2-TZVPD",
  "energy_ha": -12351.0900,
  "multiplicity": 1,
  "charge": 2,
  "gap_ev": 5.74,
  "lumo_ev": -7.728,
  "elements": ["Re", "I", "I", "Sb", "Se", "As", "As", "As", "S", "S", "S", "S", "O", "O", "O", "O", "C", "C", "C", "C", "C", "C", "C", "C", "C", "C", "C", "H", "H", "H", "H", "H", "H", "H", "H", "H", "H", "H", "H", "H", "H", "H", "H", "H", "H", "H", "H", "H", "H", "H", "H", "H", "H", "H"],
  "xyz": [[0.340888, 0.404315, 0.246241], [-3.851139, 1.649082, 1.834843], [-4.870448, 0.749393, 4.110221], [-2.462781, -3.519640, -0.873551], [-1.483659, -1.153848, 2.450156], [5.694597, 2.972307, 1.325612], [2.827575, -0.104300, 0.148497], [0.731301, 2.790008, -0.513447], [-1.571160, 0.137989, -1.142858], [-3.942675, -4.505718, 0.350728], [0.223088, -0.715139, -1.811153], [-0.942255, -3.170464, 1.339143], [-0.965195, -1.288116, 3.925559], [-0.193161, 0.711515, 1.829971], [-2.400542, -0.904409, -0.484409], [-0.086294, -1.700175, 1.377330], [3.967304, 3.073472, 0.303811], [2.328116, 2.994329, -1.600090], [-0.665207, 3.450908, -1.664509], [3.236520, -1.920616, -0.344739], [3.470558, 0.055001, 1.966632], [3.816435, 0.973484, -1.136814], [6.789455, 1.594182, 0.442748], [3.703100, 2.507527, -1.095057], [4.715732, 3.056638, -2.110636], [6.603159, 4.518592, 0.541926], [0.720275, 3.978053, 1.007448], [4.858138, 0.681222, -1.012082], [4.705222, 4.147032, -2.108379], [5.727475, 2.729638, -1.872450], [-0.307845, 4.046139, 1.361493], [3.206925, 1.018019, 2.395590], [6.415807, 0.586532, 0.620923], [6.725702, 4.439268, -0.534378], [1.067995, 4.960842, 0.688453], [2.682375, -2.583749, 0.318479], [7.587046, 4.595173, 1.004053], [-1.624055, 3.371630, -1.155020], [2.990631, -0.740507, 2.536797], [-0.687638, 2.872915, -2.587307], [4.550373, -0.076007, 1.997987], [4.305271, -2.106724, -0.237265], [1.353139, 3.597136, 1.803329], [3.214280, 2.669741, 0.989582], [4.481032, 2.716406, -3.120618], [6.941748, 1.750897, -0.625226], [3.493148, 0.591572, -2.110361], [-0.468634, 4.497674, -1.898102], [2.387205, 4.071644, -1.787776], [7.761899, 1.662574, 0.932310], [6.049834, 5.425062, 0.784127], [3.788542, 4.154363, 0.284429], [2.075127, 2.524593, -2.555769], [2.942073, -2.098853, -1.377723]],
  "forces_ev_per_angstrom": [[0.2972, 0.8703, -0.5927], [-0.0298, 0.0748, -0.0200], [0.0655, -0.0517, 0.0012], [0.0737, 0.2855, -0.0311], [-0.4613, -0.6850, 0.2592], [0.0398, -0.0537, 0.0159], [-0.3429, 0.0351, -0.0069], [-0.0617, -0.5385, 0.0920], [1.0237, 0.3734, -0.5243], [-0.1077, -0.0060, 0.0852], [-0.2229, 0.1115, 0.1136], [-0.1950, -0.3313, -0.0430], [-0.0122, -0.0113, 0.0556], [0.2500, 0.5675, 0.2159], [-0.6647, -0.9761, 0.4614], [0.2094, 0.2277, -0.0442], [-0.0468, 0.0076, 0.0138], [0.0140, 0.1295, -0.0263], [0.0357, 0.0756, -0.0060], [0.0360, -0.0071, 0.0037], [0.0607, -0.0033, -0.0319], [0.0110, -0.0092, 0.0790], [0.0177, 0.0339, -0.0278], [0.0567, 0.0326, -0.0458], [0.0683, -0.0439, 0.0044], [-0.0330, -0.0036, 0.0627], [0.0011, 0.0476, -0.0469], [0.0478, -0.0140, 0.0071], [-0.0055, 0.0137, -0.0016], [-0.0975, 0.0417, -0.0370], [0.0088, -0.0053, -0.0061], [0.0049, -0.0155, 0.0042], [-0.0170, -0.0112, 0.0202], [0.0037, -0.0087, -0.0656], [-0.0170, -0.0305, 0.0188], [0.0231, -0.0164, -0.0320], [-0.0191, -0.0133, 0.0017], [0.0034, 0.0002, -0.0024], [0.0060, 0.0121, 0.0011], [-0.0123, -0.0002, 0.0090], [0.0262, 0.0020, -0.0173], [-0.0279, 0.0316, 0.0066], [-0.0036, 0.0004, -0.0027], [0.0469, 0.0008, 0.0221], [0.0003, 0.0007, -0.0178], [0.0006, -0.0290, 0.0872], [-0.0002, 0.0116, 0.0092], [-0.0010, -0.0298, -0.0071], [-0.0144, -0.0367, 0.0074], [-0.0062, -0.0140, -0.0151], [-0.0019, -0.0032, -0.0025], [-0.0223, -0.0110, -0.0332], [-0.0045, -0.0178, 0.0157], [-0.0038, -0.0099, 0.0136]],
  "mulliken_charge": [1.03, 0.10, -0.03, 0.83, 1.10, 0.42, 0.27, 0.67, 0.15, -0.34, -0.28, -0.13, -0.52, -0.70, -0.44, -0.06, -1.28, -1.59, -1.18, -1.15, -1.24, -1.33, -1.10, 2.16, -1.94, -1.15, -1.24, 0.56, 0.47, 0.32, 0.45, 0.37, 0.25, 0.33, 0.47, 0.37, 0.42, 0.41, 0.46, 0.42, 0.41, 0.45, 0.36, -0.48, 0.45, 0.33, 0.59, 0.48, 0.65, 0.45, 0.34, 0.67, 0.53, 0.44]
}